1.
Below is C26H25N8RbS2 as an isolated structure in a non-equilibrium geometry, with properties calculated with wB97M-V/def2-TZVPD.

Summary:
E_HOMO (spin up / spin down): -1.0 / 0.7 eV
E: -61613.646 eV
Multiplicity: 1
Energy above the lowest of the compared OMol25 structures with the same formula, charge and spin: 63.8 kJ/mol
LUMO (spin up / spin down): 4.06 / 4.09 eV
Charge: -2

CARTESIAN COORDINATES (ANGSTROEM)
1 Rb 1.158 0.098 0.401
2 C 2.022 3.427 4.898
3 C 1.611 2.907 3.545
4 N 2.247 1.972 2.934
5 N 3.236 1.350 3.576
6 C 4.159 0.803 2.815
7 N 4.963 -0.117 3.490
8 S 4.508 1.147 1.180
9 C 0.427 3.482 2.874
10 C -0.426 4.360 3.558
11 C -1.485 4.949 2.889
12 C -1.687 4.660 1.550
13 C -0.825 3.746 0.959
14 N 0.190 3.167 1.591
15 H 2.993 3.011 5.150
16 H 1.310 3.132 5.680
17 H 2.085 4.519 4.894
18 H 4.474 -0.558 4.255
19 H 5.393 -0.767 2.854
20 H -0.263 4.565 4.608
21 H -2.151 5.628 3.410
22 H -2.490 5.111 0.982
23 H -0.959 3.452 -0.078
24 N -1.464 0.663 -4.023
25 C -0.225 0.573 -4.627
26 C 0.172 0.392 -5.940
27 C 1.545 0.375 -6.196
28 C 2.470 0.520 -5.159
29 C 2.066 0.684 -3.838
30 C 0.697 0.722 -3.563
31 N 0.036 0.887 -2.369
32 C -1.263 0.843 -2.661
33 C -2.361 0.980 -1.761
34 C -3.721 0.988 -2.099
35 S -4.675 1.200 -0.670
36 C -3.201 1.282 0.264
37 N -2.116 1.155 -0.413
38 H -2.357 0.523 -4.456
39 H -0.544 0.254 -6.743
40 H 1.896 0.250 -7.213
41 H 3.529 0.497 -5.392
42 H 2.787 0.776 -3.036
43 H -4.200 0.846 -3.055
44 H -3.238 1.423 1.339
45 C 1.461 -5.523 0.817
46 C 0.045 -5.197 0.456
47 C -0.867 -6.195 0.195
48 C -2.203 -5.913 -0.156
49 C -2.603 -4.572 -0.245
50 C -1.734 -3.528 0.005
51 C -2.184 -2.113 -0.127
52 C -0.319 -3.763 0.387
53 N 0.529 -2.803 0.636
54 H 1.615 -6.606 0.868
55 H 1.724 -5.069 1.776
56 H 2.152 -5.093 0.088
57 H -0.542 -7.234 0.260
58 H -2.905 -6.715 -0.356
59 H -3.633 -4.345 -0.527
60 H -3.244 -2.051 -0.395
61 H -1.596 -1.592 -0.890
62 H -2.016 -1.563 0.802

2.
Below is C26H26AsF6N2O7SSr as an isolated structure in a non-equilibrium geometry, with properties calculated with wB97M-V/def2-TZVPD.

Summary:
E_HOMO (spin up / spin down): -8.3 / -8.3 eV
E: -133512.195 eV
Multiplicity: 2
<S²>: 0.7597
Energy above the lowest of the compared OMol25 structures with the same formula, charge and spin: 197.3 kJ/mol
LUMO (spin up / spin down): -0.64 / -1.72 eV
Charge: 0

CARTESIAN COORDINATES (ANGSTROEM)
1 Sr -0.284 -0.439 0.070
2 C -1.458 2.715 -1.815
3 O -0.418 1.954 -1.235
4 C 0.821 2.627 -1.151
5 C 1.863 1.581 -0.813
6 O 1.508 0.918 0.399
7 C 2.438 1.051 1.466
8 C 2.082 0.049 2.548
9 O 0.775 0.235 3.055
10 C 0.678 1.204 4.078
11 H -1.158 3.104 -2.792
12 H -2.306 2.046 -1.935
13 H -1.748 3.555 -1.173
14 H 1.075 3.096 -2.109
15 H 0.784 3.417 -0.387
16 H 1.879 0.838 -1.613
17 H 2.850 2.039 -0.736
18 H 3.448 0.812 1.121
19 H 2.417 2.076 1.854
20 H 2.112 -0.953 2.123
21 H 2.832 0.099 3.345
22 H 1.338 0.951 4.913
23 H 0.928 2.210 3.722
24 H -0.354 1.204 4.425
25 S -2.884 -1.972 4.008
26 C -2.397 -3.417 3.183
27 C -2.547 -4.741 3.575
28 C -2.103 -5.722 2.710
29 C -1.540 -5.395 1.473
30 C -1.393 -4.082 1.083
31 C -1.806 -3.072 1.954
32 N -1.733 -1.713 1.720
33 C -2.272 -1.026 2.674
34 C -2.350 0.432 2.656
35 C -3.216 1.147 3.490
36 C -3.233 2.531 3.471
37 C -2.388 3.234 2.624
38 C -1.526 2.540 1.775
39 C -1.555 1.176 1.805
40 H -2.998 -4.994 4.525
41 H -2.199 -6.761 2.996
42 H -1.207 -6.187 0.816
43 H -0.969 -3.822 0.124
44 H -3.874 0.599 4.154
45 H -3.910 3.069 4.121
46 H -2.394 4.316 2.619
47 H -0.857 3.081 1.116
48 O -2.483 -0.360 -0.656
49 C -2.998 -0.729 -1.713
50 C -2.321 -1.154 -2.901
51 C -3.092 -1.548 -3.999
52 C -2.493 -1.951 -5.163
53 C -1.084 -1.972 -5.274
54 C -0.307 -1.591 -4.226
55 C -0.877 -1.173 -2.979
56 O -0.144 -0.831 -2.010
57 N -3.309 -2.371 -6.280
58 O -4.525 -2.324 -6.159
59 O -2.744 -2.742 -7.295
60 H -4.101 -0.728 -1.790
61 H -4.173 -1.539 -3.934
62 H -0.650 -2.298 -6.209
63 H 0.773 -1.621 -4.278
64 F 0.826 -2.165 0.421
65 As 2.278 -2.902 -0.397
66 F 2.793 -1.278 -0.767
67 F 3.070 -2.761 1.147
68 F 3.709 -3.544 -1.101
69 F 1.660 -4.447 0.057
70 F 1.426 -3.013 -1.880

3.
Below is C26H26BBr2N6O5S2V as an isolated structure in a non-equilibrium geometry, with properties calculated with wB97M-V/def2-TZVPD.

Summary:
E_HOMO (spin up / spin down): -6.9 / -6.9 eV
E: -234686.526 eV
Multiplicity: 3
<S²>: 2.0125
LUMO (spin up / spin down): -1.02 / -1.15 eV
Charge: 0

CARTESIAN COORDINATES (ANGSTROEM)
1 V -0.368 -0.349 1.105
2 O -4.149 -1.650 1.014
3 C -2.945 -1.710 1.020
4 O -2.170 -0.672 0.733
5 C -2.212 -3.036 1.197
6 C -1.290 -3.230 -0.026
7 C -0.960 -4.699 -0.228
8 C -0.058 -4.968 0.997
9 C 0.074 -3.575 1.611
10 O -0.035 -2.679 0.463
11 C -1.180 -3.155 2.377
12 C -0.919 -1.796 3.027
13 O -1.781 -1.197 3.635
14 O 0.254 -1.287 2.706
15 H -2.973 -3.810 1.264
16 H -1.567 -2.674 -0.912
17 H -1.856 -5.318 -0.255
18 H -0.417 -4.837 -1.162
19 H -0.501 -5.663 1.709
20 H 0.915 -5.360 0.705
21 H 1.003 -3.382 2.133
22 H -1.515 -3.867 3.130
23 Br 6.275 0.230 0.296
24 C 4.404 0.092 0.416
25 C 3.716 -0.735 -0.455
26 C 2.341 -0.803 -0.324
27 N 1.677 -0.088 0.581
28 C 2.344 0.733 1.397
29 C 3.724 0.833 1.364
30 C 1.496 1.507 2.350
31 C 2.021 2.361 3.299
32 C 1.142 3.065 4.108
33 Br 1.819 4.245 5.403
34 C -0.224 2.905 3.963
35 C -0.665 2.003 3.012
36 N 0.171 1.321 2.239
37 H 4.228 -1.317 -1.206
38 H 1.748 -1.453 -0.951
39 H 4.260 1.484 2.037
40 H 3.085 2.499 3.406
41 H -0.928 3.450 4.572
42 H -1.721 1.811 2.869
43 C -3.418 -1.481 -2.248
44 N -3.170 -0.063 -2.089
45 C -4.158 0.890 -2.187
46 C -3.534 2.086 -2.197
47 N -2.175 1.875 -2.118
48 B -1.278 3.113 -2.603
49 N 0.227 2.803 -2.723
50 C 0.836 2.501 -3.923
51 C 2.165 2.414 -3.723
52 N 2.374 2.665 -2.377
53 C 3.670 2.810 -1.761
54 C 1.177 2.897 -1.768
55 S 0.952 3.252 -0.128
56 C -1.965 0.557 -2.007
57 S -0.467 -0.259 -1.705
58 H -4.139 -1.618 -3.052
59 H -3.818 -1.918 -1.336
60 H -2.487 -1.963 -2.535
61 H -5.199 0.625 -2.230
62 H -3.930 3.081 -2.288
63 H -1.661 3.319 -3.735
64 H -1.484 4.044 -1.875
65 H 0.259 2.380 -4.821
66 H 2.975 2.211 -4.400
67 H 4.206 3.658 -2.190
68 H 4.263 1.905 -1.903
69 H 3.512 2.990 -0.700

M across the listed records, respectively: 599.14; 787.10; 788.23 u.